Density functional theory data (ωB97M-V with the def2-TZVPD basis set) for C12H35N3O4 as an isolated structure.

Each line ends with the Mulliken charge.
CARTESIAN COORDINATES (ANGSTROEM)
C1 2.3399 1.6177 -3.0356  -1.513
C2 2.8369 0.3303 -2.2982  0.411
C3 3.3783 0.5768 -0.8585  -0.485
O1 4.4930 1.4618 -0.9155  -0.388
C4 4.6161 2.6086 -0.0253  -0.750
N1 1.6576 -0.4833 -2.2277  -0.657
H1 1.6248 1.3741 -3.8213  0.430
H2 3.1831 2.2389 -3.3377  0.354
H3 1.6160 2.1041 -2.3818  0.291
H4 3.7066 -0.1065 -2.7892  0.423
H5 3.6066 -0.3022 -0.2556  0.337
H6 2.5558 1.0896 -0.3598  0.289
H7 3.9808 3.4651 -0.2505  0.291
H8 5.6267 3.0056 0.0709  0.291
H9 4.3953 2.3573 1.0121  0.307
H10 1.6980 -1.2683 -1.5935  0.254
H11 0.8289 0.0456 -1.9960  0.423
C5 -5.3627 2.5766 1.0632  -1.517
C6 -4.4493 1.5970 1.8234  0.624
C7 -3.1804 1.1352 1.0868  -0.739
O2 -2.3958 0.3907 2.0647  -0.335
C8 -1.4861 -0.5595 1.4571  1.248
N2 -4.2068 2.3592 3.0802  -0.860
H12 -5.2758 2.4838 -0.0194  0.336
H13 -5.3067 3.6191 1.3766  0.399
H14 -6.4378 2.4272 1.1625  0.369
H15 -5.1326 0.7913 2.0921  0.314
H16 -2.5971 1.9996 0.7696  0.271
H17 -3.4320 0.5144 0.2269  0.344
H18 -1.8811 -1.4744 1.0154  0.448
H19 -0.8985 -0.8511 2.3276  -0.251
H20 -0.8228 -0.0720 0.7428  -0.438
H21 -3.4671 1.8502 3.5425  0.243
H22 -4.9864 2.1898 3.6996  0.272
C9 0.5359 -1.2447 1.9679  -1.625
C10 0.6235 -1.5249 0.5400  2.796
C11 1.1002 -2.9377 0.1626  -1.449
O3 1.3392 -3.0454 -1.2407  -0.307
C12 0.9913 -4.3453 -1.8451  -0.926
N3 -0.6807 -1.3866 -0.0664  -0.643
H23 -0.2169 -1.9791 2.2543  0.389
H24 0.0286 -0.3041 2.1822  0.427
H25 1.3940 -1.4075 2.6199  0.503
H26 1.2448 -0.7828 0.0386  -1.433
H27 0.2785 -3.6158 0.3932  0.449
H28 1.9153 -3.4032 0.7167  0.420
H29 0.0789 -4.7977 -1.4565  0.334
H30 1.7065 -5.0533 -1.4264  0.365
H31 1.0081 -4.4114 -2.9329  0.301
H32 -1.4397 -2.0420 0.0538  0.302
H33 -0.6057 -1.4288 -1.0727  0.225
O4 0.3378 0.8913 -1.2004  -0.725
H34 -0.0661 0.4992 -0.4261  -0.771
H35 -0.3988 1.2276 -1.7109  0.334

Atoms 1-6, force components in eV/Å:
C 0.3 -0.5 1.0
C -0.3 0.4 0.6
C -0.8 2.3 -0.2
O 1.2 1.2 0.4
C -0.6 -1.0 0.4
N 2.3 -3.5 -2.3

For the electronic energy, the calculation gives -942.8835 Ha. Its HOMO-LUMO gap is 0.286 hartree. The value obtained for the LUMO energy is 0.01357 Ha.

Density functional theory data (ωB97M-V with the def2-TZVPD basis set) for one molecule with the formula C10H10Cl2OSi.

Each line ends with the Mulliken charge.
CARTESIAN COORDINATES (ANGSTROEM)
C1 -2.0155 2.3394 0.5757  -0.225
C2 -1.8805 1.3322 -0.3062  -0.887
C3 -0.9703 2.6163 1.5268  -0.660
C4 -0.6574 0.4264 -0.4389  0.453
C5 0.2327 1.8956 1.2504  -0.487
C6 0.5760 1.0552 0.1616  0.187
C7 -0.7941 -0.9510 0.2783  -0.896
C8 0.3759 -1.9654 -0.1229  0.369
C9 1.2347 -2.3967 0.8302  0.392
C10 0.3408 -2.4892 -1.5008  -1.119
O1 2.0373 -2.6641 1.6627  -0.456
Si1 2.2760 0.5670 -0.3198  0.513
Cl1 3.8295 0.7742 0.8863  -0.192
Cl2 3.0126 -0.2781 -1.9298  -0.191
H1 -2.9136 3.0802 0.5431  0.245
H2 -2.5518 1.1494 -1.1406  0.337
H3 -0.7913 3.2657 2.3650  0.394
H4 -0.6216 0.2026 -1.5335  0.384
H5 1.0773 2.2315 1.8213  0.256
H6 -1.5856 -1.4909 -0.2130  0.365
H7 -1.0050 -0.9352 1.3445  0.407
H8 -0.7190 -2.4389 -1.8497  0.325
H9 0.8165 -1.7577 -2.3306  0.107
H10 0.6963 -3.5683 -1.5600  0.380

Atoms 1-6, force components in eV/Å:
C -1.9 1.6 0.2
C 0.3 -0.2 -0.6
C 3.6 -3.2 -1.3
C 0.2 -0.3 -0.2
C -0.4 2.5 0.9
C 1.2 -0.6 -1.2

The structure (SMILES) is CC(=C=O)C[C@H]1C=CC=CC1=[Si](Cl)Cl. For the electronic energy, the calculation gives -1672.0991 Ha. Its HOMO-LUMO gap (spin up / spin down) is 0.244 / 0.243 hartree. The value obtained for the LUMO energy (spin up / spin down) is -0.00689 / -0.00691 Ha.

Density functional theory data (ωB97M-V with the def2-TZVPD basis set) for a 2-piece molecular cluster, C21H25Cl4O5 overall.

Each line ends with the Mulliken charge.
CARTESIAN COORDINATES (ANGSTROEM)
Cl1 3.3178 -1.7986 -0.4641  -0.128
C1 2.2884 -0.4719 -0.1188  0.640
C2 2.3707 0.6303 -0.9718  -0.032
Cl2 2.5407 0.5138 -2.6573  -0.143
C3 2.6533 1.9370 -0.3930  0.352
O1 3.1417 2.8667 -1.0244  -0.559
C4 2.3737 2.1091 1.1214  0.369
O2 2.5236 3.1922 1.6650  -0.572
C5 1.9589 0.9149 1.8404  0.272
Cl3 1.7289 1.1226 3.5110  -0.161
C6 1.8554 -0.3203 1.2348  -0.001
Cl4 1.3943 -1.6949 2.1326  -0.062
C7 2.1309 -4.5866 -2.6874  -1.532
C8 1.3309 -3.7564 -1.7121  0.018
O3 0.0601 -4.3577 -1.4412  -0.009
C9 -0.7132 -3.6475 -0.5623  0.977
C10 -1.8265 -4.4779 -0.1782  -0.061
C11 -2.9421 -3.9869 0.5854  0.622
O4 -4.0351 -4.5841 0.5261  -0.753
C12 -2.9131 -2.7495 1.4913  -1.108
C13 -3.4632 -1.4884 0.8244  -0.732
C14 -4.9144 -1.6172 0.2959  -0.885
C15 -5.0541 -1.5820 -1.2389  -0.867
C16 -5.5914 -2.8759 -1.8866  -0.590
C17 -4.8655 -3.2562 -3.1811  -1.332
C18 -3.5143 -3.9443 -2.9713  0.364
C19 -3.6396 -5.4123 -2.5691  -0.811
C20 -2.2975 -6.0391 -2.2209  -0.618
C21 -1.8177 -5.8666 -0.7607  -1.521
O5 -0.4421 -2.4899 -0.2504  -0.706
H1 3.0506 -4.0306 -2.9116  0.383
H2 2.4061 -5.5496 -2.2420  0.316
H3 1.5818 -4.7587 -3.6209  0.326
H4 1.8899 -3.6761 -0.7757  0.234
H5 1.1768 -2.7387 -2.0909  0.255
H6 -3.5498 -2.9970 2.3511  0.473
H7 -1.8933 -2.5664 1.8309  0.234
H8 -3.4663 -0.6682 1.5540  0.345
H9 -2.7521 -1.1894 0.0432  0.394
H10 -5.3689 -2.5382 0.6887  0.508
H11 -5.5054 -0.7763 0.6923  0.498
H12 -5.7579 -0.7774 -1.5062  0.424
H13 -4.0903 -1.3094 -1.6910  0.462
H14 -5.5228 -3.7018 -1.1665  0.272
H15 -6.6626 -2.7392 -2.1007  0.478
H16 -5.5197 -3.9235 -3.7529  0.394
H17 -4.7064 -2.3520 -3.7790  0.384
H18 -2.9353 -3.8758 -3.9067  0.425
H19 -2.9187 -3.4111 -2.2138  -0.370
H20 -4.3383 -5.5158 -1.7312  0.177
H21 -4.0893 -5.9345 -3.4276  0.537
H22 -2.3978 -7.1120 -2.4225  0.381
H23 -1.5179 -5.6563 -2.8907  0.215
H24 -0.7857 -6.2315 -0.7123  0.385
H25 -2.4480 -6.4817 -0.1106  0.437

Atoms 1-6, force components in eV/Å:
Cl -0.4 -0.1 -0.1
C 1.5 1.7 -2.2
C -0.3 -1.4 0.8
Cl 0.4 -0.3 -0.2
C -0.3 1.8 -0.4
O -0.6 -1.4 0.8

As for the total charge: -1. For the electronic energy, the calculation gives -3032.1643 Ha. Its HOMO-LUMO gap is 0.115 hartree. The value obtained for the LUMO energy is -0.01494 Ha.

Relative energy (zero: lowest compared OMol25 entry of this formula, charge and spin), respectively: 1344.5; 93.2; 100.3 kJ/mol.